[1]
{
  "formula": "C28H36NO4PSi",
  "method": "wB97M-V/def2-TZVPD",
  "smiles": "O=NO[Si@H](CCCCO)[PH2]=O.c1ccccc1.c1ccccc1.c1ccccc1.c1ccccc1",
  "symbols": ["O", "N", "O", "Si", "C", "C", "C", "C", "O", "P", "O", "H", "H", "H", "H", "H", "H", "H", "H", "H", "H", "H", "H", "C", "C", "C", "C", "C", "C", "H", "H", "H", "H", "H", "H", "C", "C", "C", "C", "C", "C", "H", "H", "H", "H", "H", "H", "C", "C", "C", "C", "C", "C", "H", "H", "H", "H", "H", "H", "C", "C", "C", "C", "C", "C", "H", "H", "H", "H", "H", "H"],
  "positions_angstrom": [[-4.42, -0.86, 0.49], [-3.65, -1.70, 0.30], [-2.44, -1.15, -0.27], [-1.17, -2.20, -0.59], [0.32, -1.64, 0.39], [1.16, -2.74, 1.06], [2.34, -3.21, 0.20], [1.96, -3.76, -1.17], [0.89, -4.69, -1.03], [-0.84, -1.98, -2.85], [-2.02, -1.55, -3.66], [-1.59, -3.58, -0.31], [-0.11, -0.97, 1.14], [0.98, -1.00, -0.22], [0.53, -3.60, 1.32], [1.58, -2.36, 1.99], [2.91, -3.97, 0.75], [3.01, -2.36, 0.03], [2.84, -4.25, -1.60], [1.68, -2.95, -1.85], [0.43, -4.78, -1.87], [-0.25, -3.21, -3.24], [0.31, -1.15, -2.95], [-0.95, 3.46, 2.75], [-2.29, 3.70, 3.02], [-3.27, 3.04, 2.28], [-2.91, 2.16, 1.28], [-1.57, 1.93, 1.01], [-0.59, 2.58, 1.74], [-0.18, 3.97, 3.32], [-2.57, 4.39, 3.80], [-4.32, 3.23, 2.50], [-3.67, 1.65, 0.70], [-1.30, 1.24, 0.21], [0.46, 2.40, 1.52], [-0.81, 1.74, -2.96], [-1.01, 1.72, -4.33], [-0.53, 2.77, -5.10], [0.14, 3.83, -4.50], [0.33, 3.84, -3.13], [-0.14, 2.79, -2.35], [-1.20, 0.92, -2.35], [-1.53, 0.89, -4.78], [-0.68, 2.76, -6.17], [0.51, 4.65, -5.11], [0.85, 4.67, -2.66], [0.01, 2.80, -1.28], [-3.12, 6.22, 7.25], [-3.24, 7.59, 7.44], [-2.40, 8.46, 6.76], [-1.43, 7.96, 5.90], [-1.31, 6.59, 5.71], [-2.15, 5.72, 6.39], [-3.77, 5.54, 7.78], [-4.00, 7.98, 8.11], [-2.50, 9.53, 6.90], [-0.78, 8.64, 5.37], [-0.55, 6.20, 5.04], [-2.05, 4.65, 6.25], [4.17, -6.32, -3.64], [3.09, -7.05, -3.14], [3.10, -8.43, -3.20], [4.18, -9.10, -3.76], [5.26, -8.37, -4.26], [5.25, -6.99, -4.20], [4.16, -5.24, -3.59], [2.25, -6.53, -2.69], [2.26, -9.00, -2.81], [4.19, -10.18, -3.81], [6.10, -8.89, -4.70], [6.09, -6.42, -4.59]]
}

[2]
{
  "formula": "C20H60O20",
  "method": "wB97M-V/def2-TZVPD",
  "relative_energy_kj_mol": 1295.5,
  "smiles": "OCCO.OCCO.OCCO.OCCO.OCCO.OCCO.OCCO.OCCO.OCCO.OCCO",
  "symbols": ["C", "C", "O", "O", "H", "H", "H", "H", "H", "H", "C", "C", "O", "O", "H", "H", "H", "H", "H", "H", "C", "C", "O", "O", "H", "H", "H", "H", "H", "H", "C", "C", "O", "O", "H", "H", "H", "H", "H", "H", "C", "C", "O", "O", "H", "H", "H", "H", "H", "H", "C", "C", "O", "O", "H", "H", "H", "H", "H", "H", "C", "C", "O", "O", "H", "H", "H", "H", "H", "H", "C", "C", "O", "O", "H", "H", "H", "H", "H", "H", "C", "C", "O", "O", "H", "H", "H", "H", "H", "H", "C", "C", "O", "O", "H", "H", "H", "H", "H", "H"],
  "positions_angstrom": [[28.40, 17.03, 45.21], [27.23, 16.32, 45.99], [27.21, 14.96, 45.95], [28.10, 18.38, 45.33], [28.18, 16.66, 44.17], [29.24, 16.55, 45.42], [26.16, 16.50, 45.82], [27.48, 16.64, 47.00], [26.74, 14.68, 45.16], [27.44, 18.66, 44.69], [25.60, 17.60, 53.46], [25.46, 16.09, 53.13], [26.54, 15.64, 52.48], [24.39, 18.08, 53.88], [25.92, 18.14, 52.54], [26.22, 17.74, 54.45], [24.64, 15.95, 52.39], [25.59, 15.52, 54.00], [27.17, 15.56, 53.17], [24.31, 18.96, 53.58], [22.30, 14.52, 49.89], [22.54, 13.23, 49.13], [23.62, 12.44, 49.78], [21.21, 15.22, 49.21], [23.03, 15.14, 50.05], [21.87, 14.41, 50.84], [22.92, 13.81, 48.37], [21.70, 12.53, 48.93], [24.36, 12.93, 49.62], [21.40, 15.31, 48.33], [31.27, 14.58, 51.73], [32.12, 15.60, 50.99], [33.43, 15.12, 51.04], [29.97, 15.05, 51.92], [31.45, 14.12, 52.68], [31.36, 13.71, 51.06], [32.04, 16.59, 51.57], [31.95, 15.73, 50.04], [33.44, 14.34, 50.47], [29.58, 14.59, 52.60], [27.29, 12.15, 55.57], [27.53, 13.71, 55.45], [28.26, 13.91, 54.23], [26.80, 11.90, 56.90], [28.22, 11.66, 55.52], [26.65, 11.85, 54.61], [27.96, 14.13, 56.39], [26.48, 14.24, 55.18], [27.81, 13.50, 53.51], [26.37, 11.09, 56.96], [26.59, 12.72, 51.10], [27.12, 13.49, 49.91], [26.16, 13.74, 48.97], [27.43, 12.39, 52.11], [26.15, 11.67, 50.67], [25.89, 13.38, 51.52], [27.97, 12.92, 49.43], [27.59, 14.47, 50.20], [26.48, 14.29, 48.36], [27.99, 11.83, 51.63], [30.23, 9.06, 52.80], [30.51, 9.82, 51.59], [30.46, 11.20, 51.85], [29.93, 7.66, 52.30], [29.41, 9.57, 53.44], [31.19, 8.69, 53.42], [29.96, 9.61, 50.70], [31.59, 9.72, 51.11], [31.12, 11.27, 52.60], [28.99, 7.70, 52.00], [27.56, 10.28, 48.16], [28.04, 9.30, 47.03], [29.12, 9.71, 46.23], [26.59, 9.71, 49.00], [27.30, 11.21, 47.70], [28.54, 10.64, 48.62], [27.14, 8.83, 46.46], [28.32, 8.37, 47.60], [29.12, 10.61, 46.15], [25.78, 9.77, 48.52], [22.27, 9.05, 49.34], [21.01, 9.08, 48.46], [20.03, 8.37, 49.23], [23.31, 9.79, 48.86], [22.67, 7.99, 49.60], [22.05, 9.51, 50.28], [21.16, 8.52, 47.60], [21.08, 10.20, 48.26], [19.10, 8.76, 48.83], [23.64, 10.63, 49.39], [28.74, 18.43, 48.96], [28.12, 18.07, 50.29], [29.04, 17.80, 51.22], [27.61, 18.74, 48.06], [29.63, 17.80, 48.41], [29.30, 19.34, 48.94], [27.53, 17.05, 50.36], [27.71, 18.67, 50.79], [28.97, 16.92, 51.67], [27.96, 18.67, 47.22]]
}

[3]
{
  "formula": "C32H26Cl2N8O2PbSTe",
  "method": "wB97M-V/def2-TZVPD",
  "relative_energy_kj_mol": 46.0,
  "symbols": ["Pb", "Cl", "C", "C", "C", "N", "C", "O", "C", "C", "C", "C", "C", "N", "C", "C", "C", "Cl", "N", "C", "O", "C", "C", "C", "C", "C", "N", "H", "H", "H", "H", "H", "H", "H", "H", "H", "H", "N", "C", "C", "N", "C", "C", "N", "H", "H", "H", "H", "H", "C", "C", "C", "C", "C", "C", "Te", "C", "C", "C", "H", "H", "H", "H", "H", "H", "H", "H", "H", "H", "H", "S", "C", "N"],
  "positions_angstrom": [[1.54, 0.54, -0.22], [1.87, -3.47, 5.61], [1.09, -2.58, 4.36], [1.76, -1.52, 3.77], [1.17, -0.74, 2.77], [1.91, 0.23, 2.08], [2.93, 0.86, 2.71], [3.13, 0.96, 3.91], [3.95, 1.50, 1.79], [5.16, 1.89, 2.33], [6.12, 2.45, 1.51], [5.84, 2.62, 0.16], [4.61, 2.19, -0.30], [3.69, 1.63, 0.49], [-0.14, -1.08, 2.38], [-0.79, -2.16, 2.94], [-0.19, -2.92, 3.93], [-1.05, -4.25, 4.62], [-0.85, -0.31, 1.39], [-1.35, 0.91, 1.82], [-1.31, 1.25, 2.98], [-2.07, 1.83, 0.84], [-3.28, 2.39, 1.22], [-3.89, 3.28, 0.37], [-3.26, 3.62, -0.82], [-2.03, 3.04, -1.09], [-1.45, 2.16, -0.29], [2.76, -1.30, 4.09], [5.31, 1.74, 3.39], [7.08, 2.76, 1.91], [6.55, 3.06, -0.52], [4.34, 2.28, -1.35], [-1.79, -2.42, 2.62], [-3.71, 2.11, 2.17], [-4.85, 3.73, 0.63], [-3.70, 4.32, -1.51], [-1.48, 3.30, -1.99], [5.77, -2.93, -1.99], [4.77, -2.12, -2.44], [4.24, -1.09, -1.64], [3.22, -0.36, -2.05], [2.76, -0.57, -3.29], [3.35, -1.51, -4.11], [4.34, -2.29, -3.69], [5.85, -3.05, -1.00], [5.96, -3.74, -2.56], [4.62, -0.91, -0.64], [1.90, 0.01, -3.60], [3.02, -1.66, -5.13], [-7.01, 0.55, -2.32], [-5.63, 0.18, -1.85], [-4.54, 0.22, -2.71], [-3.27, -0.16, -2.29], [-2.15, -0.14, -3.31], [-3.07, -0.59, -0.97], [-1.10, -1.29, -0.43], [-4.17, -0.65, -0.10], [-4.03, -1.19, 1.30], [-5.42, -0.25, -0.55], [-6.97, 1.27, -3.14], [-7.60, 0.97, -1.51], [-7.53, -0.34, -2.68], [-4.68, 0.54, -3.73], [-2.40, 0.52, -4.14], [-2.00, -1.15, -3.72], [-1.21, 0.18, -2.87], [-3.56, -0.46, 1.96], [-3.40, -2.08, 1.28], [-5.00, -1.45, 1.71], [-6.26, -0.31, 0.13], [3.49, -3.68, 0.92], [2.44, -2.60, 0.42], [1.66, -1.79, 0.04]]
}

[4]
{
  "formula": "C2H5NO4",
  "method": "wB97M-V/def2-TZVPD",
  "relative_energy_kj_mol": 509.5,
  "symbols": ["C", "C", "N", "O", "O", "O", "O", "H", "H", "H", "H", "H"],
  "positions_angstrom": [[0.88, 0.02, 0.65], [-1.04, 0.16, 0.01], [1.35, -1.02, 0.11], [2.08, -0.81, -1.07], [1.18, 1.25, 0.30], [-0.89, 0.17, -1.24], [-1.63, -0.78, 0.70], [0.72, -0.05, 1.69], [-1.05, 1.16, 0.45], [1.12, 1.29, -0.69], [2.14, -1.63, -1.53], [-1.83, -1.66, 0.38]]
}

no.,LUMO (eV),HOMO-LUMO gap (hartree)
1,-0.152,0.334
2,0.026,0.358
3,-0.102,0.278
4,0.065,0.359